Density functional theory data (ωB97M-V/def2-TZVPD) for a molecular structure, C31H29F32NO8 in a non-equilibrium geometry.

Last column: Mulliken charge in e.
Positions of all 101 atoms, in Å:
1 C 3.528635 -1.066461 1.518407  -1.26
2 C 2.989347 0.235414 2.047487  0.91
3 N 3.021029 0.585304 3.267084  -0.76
4 C 2.377030 1.230252 1.097969  -0.69
5 O 1.929599 0.562418 -0.093378  -0.30
6 C 0.818670 0.946054 -0.728143  0.66
7 O 0.661772 0.760593 -1.899543  -0.58
8 O -0.139492 1.502823 0.061874  -0.27
9 C -0.874493 0.608000 0.886766  -0.62
10 O 0.006294 -0.247295 1.563135  0.00
11 C -0.229322 -1.612498 1.419773  0.00
12 C -1.084114 -2.233735 2.330174  -0.15
13 C -1.327662 -3.607841 2.211053  -0.71
14 C -0.722482 -4.345395 1.182055  -0.79
15 C 0.139136 -3.704403 0.278214  -0.91
16 C 0.398267 -2.330469 0.397115  -0.02
17 H 4.591074 -1.133959 1.765728  0.61
18 H 3.412520 -1.182809 0.442320  0.19
19 H 3.021695 -1.896677 2.015936  0.28
20 H 3.490366 -0.123509 3.830606  0.28
21 H 1.565186 1.723764 1.619508  0.16
22 H 3.119871 1.981980 0.811697  0.59
23 H -1.581787 0.035110 0.277653  0.47
24 H -1.408042 1.245060 1.593957  0.37
25 H -1.540926 -1.643746 3.114608  0.17
26 H -1.988835 -4.101760 2.914460  0.46
27 H -0.905033 -5.408339 1.081187  0.42
28 H 0.612742 -4.255631 -0.528253  0.66
29 H 1.072979 -1.840436 -0.299287  0.72
30 C 1.151667 3.197257 -5.135174  -0.66
31 C 2.110703 2.922591 -3.970546  0.94
32 C 1.483524 2.608101 -2.609834  0.48
33 F 0.787408 3.665439 -2.143382  -0.31
34 F 2.475292 2.342069 -1.724613  -0.25
35 F 3.018264 3.913399 -3.851648  -0.33
36 F 2.779505 1.780220 -4.310726  -0.34
37 O 0.913638 4.544712 -5.498137  -0.39
38 C -0.062841 5.286917 -4.908757  0.73
39 C 0.484813 6.589496 -4.314528  0.15
40 F 1.425599 6.318150 -3.390684  -0.21
41 F -0.532976 7.246198 -3.712325  -0.26
42 F -0.739020 4.592584 -3.977334  -0.21
43 F -0.956660 5.631204 -5.864228  -0.31
44 H 1.653823 2.779452 -6.006220  0.44
45 H 0.220457 2.642966 -5.005699  0.19
46 H 0.829054 1.735734 -2.683731  0.20
47 H 0.909965 7.213884 -5.101951  0.28
48 C -2.300213 3.572580 6.189631  -0.76
49 C -3.159630 3.884427 4.956731  0.92
50 C -4.546012 3.238577 4.868797  0.06
51 F -4.447286 1.895212 4.817973  -0.19
52 F -5.145773 3.662656 3.735170  -0.26
53 F -2.467568 3.637484 3.826391  -0.24
54 F -3.410272 5.226177 5.012858  -0.34
55 O -1.295521 2.590157 6.038672  -0.38
56 C -1.516489 1.267576 6.278382  0.73
57 C -1.271307 0.427488 5.019678  0.44
58 F -2.095052 0.818405 4.023732  -0.23
59 F -1.538493 -0.872123 5.295887  -0.30
60 F -2.732274 1.028058 6.797803  -0.29
61 F -0.601556 0.854658 7.185427  -0.31
62 H -1.745436 4.491811 6.370496  0.39
63 H -2.919956 3.392861 7.068660  0.34
64 H -5.160520 3.527795 5.725124  0.28
65 H -0.235602 0.527988 4.689560  0.22
66 C 5.096754 -7.016736 1.255544  -0.76
67 C 4.451025 -8.116079 0.401490  0.92
68 C 5.009217 -8.347717 -1.006299  0.06
69 F 4.843885 -7.253685 -1.774584  -0.21
70 F 4.333945 -9.371720 -1.571779  -0.26
71 F 3.116222 -7.944544 0.345188  -0.26
72 F 4.697904 -9.285920 1.064302  -0.33
73 O 4.429409 -5.772402 1.319433  -0.37
74 C 4.677032 -4.757325 0.442340  0.64
75 C 3.411347 -4.365055 -0.331831  0.61
76 F 2.953146 -5.419743 -1.029673  -0.23
77 F 3.723576 -3.376525 -1.198874  -0.29
78 F 5.696541 -5.026879 -0.389043  -0.30
79 F 5.030392 -3.669672 1.170250  -0.22
80 H 5.038597 -7.398892 2.273447  0.39
81 H 6.154282 -6.900656 1.016154  0.32
82 H 6.070613 -8.605255 -0.960510  0.29
83 H 2.638434 -4.017328 0.357288  -0.07
84 C -3.214545 1.411974 -2.423429  -0.39
85 C -2.784639 1.948969 -3.794982  0.80
86 C -3.344127 3.297308 -4.254008  0.09
87 F -4.682190 3.259072 -4.413007  -0.26
88 F -2.766947 3.597987 -5.434432  -0.24
89 F -2.968720 1.014641 -4.749389  -0.31
90 F -1.443467 2.180310 -3.678608  -0.11
91 O -4.223393 0.420762 -2.400378  -0.45
92 C -5.548728 0.725656 -2.309227  0.78
93 C -6.332106 0.202683 -3.520794  0.21
94 F -5.856474 0.746182 -4.656179  -0.21
95 F -7.628510 0.557939 -3.381878  -0.26
96 F -5.767601 2.035852 -2.112805  -0.30
97 F -6.044569 0.068332 -1.232628  -0.30
98 H -2.325108 0.898564 -2.058486  -0.01
99 H -3.425405 2.226757 -1.729531  0.38
100 H -3.080213 4.073674 -3.531186  0.32
101 H -6.252859 -0.884495 -3.573518  0.24

Cartesian forces (eV/Å) of the 3 atoms listed first:
0.19 -0.04 0.04
-0.09 -0.08 0.24
-0.03 -0.03 -0.19

Gap between HOMO and LUMO: 10.188 eV

Density functional theory data (ωB97M-V/def2-TZVPD) for a molecular structure, C27H17ClN5O3S5Tl.

Last column: Mulliken charge in e.
Positions of all 59 atoms, in Å:
1 Tl 0.705073 0.167106 -0.194527  1.07
2 Cl -2.902226 6.138792 -4.496210  -0.31
3 C -1.962818 4.863763 -3.727697  0.12
4 C -0.631556 4.651984 -4.117259  -0.43
5 C 0.103729 3.671788 -3.516673  -0.70
6 C -0.415131 2.816579 -2.471433  -0.12
7 O 0.346158 1.996227 -1.910767  -0.26
8 C -1.804478 3.040546 -2.133452  0.91
9 C -2.565593 2.256116 -1.192297  -0.65
10 N -2.225164 1.181026 -0.588384  0.33
11 C -3.214778 0.492439 0.112589  -0.37
12 C -4.506362 0.343462 -0.343670  -0.36
13 C -5.465455 -0.396262 0.376039  -0.71
14 C -5.137661 -1.013628 1.548315  -0.90
15 C -3.811635 -0.922947 2.036255  1.00
16 C -3.385147 -1.581263 3.213404  -0.66
17 C -2.084203 -1.487438 3.605348  -1.13
18 C -1.191434 -0.721243 2.820992  -0.20
19 N -1.558093 -0.091420 1.739120  0.10
20 C -2.844422 -0.179057 1.325109  0.21
21 C -2.523181 4.074028 -2.762488  -0.96
22 H -0.196310 5.271633 -4.892819  0.37
23 H 1.133909 3.497940 -3.802362  0.39
24 H -3.581472 2.654218 -1.037216  0.40
25 H -4.778674 0.770034 -1.300612  0.58
26 H -6.468697 -0.486621 -0.024219  0.37
27 H -5.865818 -1.597130 2.100594  0.34
28 H -4.102977 -2.168274 3.776969  0.36
29 H -1.718026 -1.998347 4.486324  0.38
30 H -0.137815 -0.661796 3.070324  0.58
31 H -3.557256 4.236593 -2.476723  0.33
32 N 2.338453 4.213827 0.866739  -0.57
33 C 2.189594 2.831811 0.927162  0.63
34 S 0.560482 2.264481 1.228426  -0.51
35 N 3.259802 2.118530 0.807062  -1.36
36 N 2.980966 0.771374 0.901773  0.97
37 C 3.954318 -0.022524 1.103947  -1.02
38 C 3.788498 -1.458768 1.236548  0.93
39 C 4.947531 -2.243407 1.248863  -0.64
40 C 4.917652 -3.613828 1.403685  -0.68
41 C 3.672114 -4.231548 1.568974  -0.35
42 C 2.513688 -3.492815 1.576284  -0.56
43 C 2.505217 -2.077912 1.402151  0.32
44 O 1.387178 -1.443034 1.436816  -0.46
45 H 1.535656 4.662593 0.452052  0.27
46 H 3.212628 4.469344 0.427491  0.27
47 H 4.968367 0.384002 1.190345  0.18
48 H 5.901217 -1.737612 1.121591  0.29
49 H 5.830704 -4.195878 1.386053  0.36
50 H 3.613959 -5.310069 1.674994  0.37
51 H 1.546975 -3.970052 1.685940  0.43
52 O 2.180200 -6.163393 -1.585785  -0.70
53 C 1.842075 -4.997266 -1.579293  0.67
54 S 2.897616 -3.654490 -1.991462  -0.18
55 C 1.707495 -2.366076 -1.857564  -0.02
56 C 0.465580 -2.733480 -1.473129  0.22
57 S -0.849531 -1.643279 -1.137062  -0.33
58 S 0.220952 -4.446808 -1.162890  -0.23
59 S 2.258128 -0.732571 -2.082286  -0.38

Cartesian forces (eV/Å) of the 3 atoms listed first:
-0.06 0.10 0.15
0.00 0.00 0.00
0.00 -0.01 0.00

Total charge: -2
Gap between HOMO and LUMO: 5.783 eV

Density functional theory data (ωB97M-V/def2-TZVPD) for 5 unconnected molecules or ions with the total composition C2H17N2O4 in a non-equilibrium geometry.

Last column: Mulliken charge in e.
Positions of all 25 atoms, in Å:
1 N -1.081224 -0.839040 1.413742  -0.56
2 C -1.216219 -1.378611 0.044746  -0.92
3 C -0.613256 -0.466591 -1.018454  -0.59
4 N -1.107356 -0.819077 -2.326741  -0.60
5 H -0.279939 -1.252585 1.924557  0.74
6 H -0.920649 0.168795 1.406803  -0.09
7 H -1.855795 -1.005573 2.054368  0.58
8 H -0.675642 -2.319793 -0.054405  0.40
9 H -2.253665 -1.591294 -0.170403  0.35
10 H -0.825402 0.587542 -0.810387  0.55
11 H 0.479543 -0.475154 -0.932069  0.02
12 H -1.278850 -0.012603 -2.895978  0.25
13 H -0.451450 -1.403088 -2.829484  0.31
14 H -1.020606 2.743852 2.698281  0.41
15 H -0.538019 2.016566 1.456765  0.14
16 O -1.055447 1.881296 2.269838  -0.81
17 H 0.817735 3.524567 -0.303283  0.34
18 H 1.735429 2.739256 0.678829  0.24
19 O 0.913291 2.692733 0.172939  -0.67
20 H 1.839992 0.162736 2.971560  0.16
21 H 2.281937 -0.773947 1.789916  0.22
22 O 1.520180 -0.316467 2.188342  -0.37
23 H 1.852214 -2.055987 -3.301603  0.33
24 H 2.270799 -0.636591 -3.204574  0.32
25 O 1.462411 -1.170931 -3.223303  -0.74

Cartesian forces (eV/Å) of the 3 atoms listed first:
0.45 -0.42 0.72
0.04 -0.54 -0.87
0.33 1.02 0.26

Gap between HOMO and LUMO (spin up / spin down): 3.163 / 9.832 eV
Spin multiplicity: 2

Question: Which formula does entry 1 have?
Answer: C31H29F32NO8